1.
{
  "formula": "C3H8N2",
  "method": "the ωB97M-V functional and the def2-TZVPD basis",
  "symbols": ["C", "N", "H", "H", "H", "C", "C", "N", "H", "H", "H", "H", "H"],
  "xyz": [[0.912, 1.343, 1.880], [0.193, 0.831, 2.770], [0.596, 1.448, 0.845], [1.949, 1.654, 2.066], [0.606, 0.744, 3.698], [-0.454, -0.257, -2.308], [-0.536, -1.460, -0.336], [0.151, -1.161, -1.345], [-0.858, -0.805, -3.160], [0.335, 0.376, -2.706], [-1.260, 0.387, -1.926], [-0.108, -1.964, 0.541], [-1.524, -1.137, -0.018]],
  "nbo_charge": [-0.031, -0.608, 0.162, 0.138, 0.340, -0.451, -0.054, -0.390, 0.206, 0.203, 0.177, 0.165, 0.142],
  "lumo_energy_ha": 0.0420,
  "mol_weight_da": 72.1,
  "total_energy_ev": -6218.8495,
  "de_lowest_ev": 2.997,
  "orbital_gap_ev": 10.87,
  "smiles": "C=NC.C=N",
  "e_homo_ev": -9.7
}

=====

2.
{
  "formula": "C3H7N3S",
  "method": "the ωB97M-V functional and the def2-TZVPD basis",
  "symbols": ["C", "C", "C", "N", "N", "N", "S", "H", "H", "H", "H", "H", "H", "H"],
  "xyz": [[0.874, 0.863, -0.451], [0.320, -0.494, -0.570], [0.341, -1.555, 0.468], [-1.364, 1.384, 0.283], [-0.181, 1.804, -0.023], [-1.587, 0.178, 0.119], [-2.685, -0.854, 0.503], [1.783, 1.103, 0.296], [1.206, 1.114, -1.492], [0.160, -0.844, -1.572], [-0.368, -2.350, 0.273], [0.053, -1.109, 1.351], [1.374, -1.902, 0.378], [0.074, 2.662, 0.436]],
  "nbo_charge": [-0.325, -0.031, -0.663, 0.016, -0.415, -0.296, -0.019, 0.213, 0.219, 0.207, 0.250, 0.226, 0.222, 0.398],
  "lumo_energy_ha": 0.0035,
  "mol_weight_da": 117.2,
  "total_energy_ev": -18525.4324,
  "de_lowest_ev": 5.038,
  "orbital_gap_ev": 7.53,
  "e_homo_ev": -7.4
}